A structure of composition C51H37BrIrN3O2P2S. Source: OMol25; level of theory: ωB97M-V with the def2-TZVPD basis set.

Geometry as XYZ:
```
98
Properties=species:S:1:pos:R:3:mulliken_charge:R:1
Ir 0.788 -0.256 -0.093 3.425
O 3.044 0.500 -2.278 -0.821
S 2.125 -0.543 -1.814 1.442
C 2.988 -2.073 -1.592 -0.462
C 4.101 -2.339 -2.376 -0.578
C 4.650 -3.613 -2.332 -0.906
C 4.071 -4.596 -1.529 -0.839
C 2.992 -4.287 -0.713 -0.383
C 2.455 -3.003 -0.730 0.004
P 1.362 -2.353 0.525 1.131
C 2.423 -2.270 1.993 1.063
C 2.906 -1.044 2.444 -0.257
C 3.781 -0.989 3.522 -1.060
C 4.172 -2.158 4.153 -0.640
C 3.692 -3.385 3.711 -0.822
C 2.822 -3.444 2.637 -0.109
C 0.094 -3.552 0.907 0.659
C -0.481 -4.318 -0.108 -0.450
C -1.447 -5.260 0.208 -0.835
C -1.855 -5.424 1.525 -0.615
C -1.301 -4.647 2.532 -0.904
C -0.323 -3.712 2.228 -1.055
C 1.141 -1.045 -3.231 0.486
C 1.795 -1.283 -4.438 -0.878
C 1.048 -1.554 -5.569 -0.906
C -0.347 -1.550 -5.500 -1.115
C -0.980 -1.287 -4.299 -0.744
C -0.231 -1.065 -3.140 0.065
P -0.987 -0.564 -1.598 1.704
C -2.274 -1.723 -1.115 0.690
C -2.785 -1.583 0.177 -0.391
C -3.826 -2.392 0.605 -0.744
C -4.363 -3.346 -0.249 -0.837
C -3.841 -3.505 -1.525 -0.877
C -2.794 -2.704 -1.957 -0.753
C -1.852 0.951 -2.118 0.691
C -3.101 1.282 -1.597 -0.586
C -3.733 2.457 -1.989 -0.813
C -3.130 3.302 -2.907 -0.693
C -1.885 2.976 -3.436 -0.874
C -1.244 1.814 -3.036 -0.704
H 4.535 -1.562 -2.990 0.716
H 5.522 -3.840 -2.929 0.456
H 4.482 -5.596 -1.515 0.481
H 2.583 -5.041 -0.052 0.455
H 2.606 -0.130 1.943 0.108
H 4.160 -0.035 3.864 0.469
H 4.854 -2.116 4.992 0.416
H 3.997 -4.297 4.208 0.475
H 2.445 -4.405 2.307 0.351
H -0.153 -4.198 -1.135 0.458
H -1.878 -5.872 -0.573 0.499
H -2.604 -6.167 1.768 0.472
H -1.616 -4.781 3.559 0.485
H 0.123 -3.119 3.017 0.595
H 2.872 -1.226 -4.497 0.480
H 1.547 -1.741 -6.510 0.463
H -0.936 -1.730 -6.389 0.487
H -2.061 -1.221 -4.269 0.710
H -2.367 -0.843 0.853 0.422
H -4.220 -2.276 1.607 0.477
H -5.180 -3.973 0.084 0.458
H -4.248 -4.256 -2.190 0.492
H -2.392 -2.858 -2.949 0.477
H -3.599 0.613 -0.905 0.445
H -4.711 2.695 -1.591 0.498
H -3.636 4.204 -3.226 0.464
H -1.419 3.621 -4.168 0.517
H -0.283 1.566 -3.468 0.411
Br 3.454 8.398 3.123 -0.128
C 1.762 7.629 2.983 0.133
C 1.542 6.366 3.534 -0.693
C 0.295 5.785 3.419 -0.191
C -0.725 6.473 2.759 0.112
C -0.515 7.754 2.265 -0.119
C 0.739 8.330 2.355 -0.501
N -2.038 5.963 2.614 -0.723
N -2.356 4.795 2.759 -0.089
C -1.804 3.598 2.425 0.243
C -2.135 2.501 3.251 -0.468
C -1.594 1.262 3.049 -0.650
C -0.744 1.044 1.945 0.058
O -0.244 -0.095 1.669 -0.799
C -0.463 2.122 1.043 -0.330
N 0.322 1.809 -0.027 -0.572
C 0.572 2.743 -0.930 -0.198
C 0.013 4.023 -0.839 -1.496
C -0.780 4.346 0.226 -0.824
C -1.005 3.393 1.236 1.397
H 2.341 5.859 4.056 0.436
H 0.108 4.819 3.870 0.447
H -1.343 8.281 1.808 0.500
H 0.921 9.319 1.961 0.440
H -2.804 2.685 4.082 0.530
H -1.819 0.434 3.708 0.584
H 1.236 2.467 -1.743 0.726
H 0.208 4.743 -1.622 0.531
H -1.233 5.325 0.277 0.695
```

## Properties
**Total charge**: +2
**LUMO (spin up / spin down)**: -7.124 / -7.124 eV
**Electronic energy**: -164334.337 eV
**Multiplicity**: 1